Record 1
Formula: C19H64N20O13
Source: the OMol25 dataset
Level of theory: ωB97M-V with the def2-TZVPD basis set

Positions of all 116 atoms, in Å:
O 8.69489 0.44991 0.20290
O 3.03889 -5.57007 3.67917
O -3.11936 0.77388 4.91281
O -0.36857 -5.23699 -5.05165
O 4.01556 -0.85391 -6.58748
O -0.80029 -0.86009 -0.20540
O -6.19897 -2.99436 2.59318
O 0.25852 7.22652 1.14110
O -1.11498 4.59969 -4.66418
O -5.09476 -0.02048 -4.01806
O -6.57319 3.73644 -1.59070
O 4.58280 4.74441 -4.13690
O 3.28960 1.78075 4.14714
N -2.74961 -0.03448 6.93562
N -2.21370 -6.32997 -5.01629
N -2.03575 2.93645 -3.50872
N 3.18288 4.00394 -2.54500
N 1.93330 5.96649 1.92499
N -0.00769 0.93337 0.91633
N 3.84075 2.87562 5.99665
N 5.23855 4.17212 -2.13522
N -3.99860 -1.95681 -3.67853
N -5.66404 -1.92148 -4.99740
N 3.11761 -2.88353 -6.76253
N -5.69356 -2.74159 0.52868
N -4.11045 -2.43598 1.96275
N 2.33863 7.49352 0.52562
N -1.37972 -5.71229 -3.10837
N -4.70914 -0.04110 6.07451
N 2.41347 -1.54922 -5.22855
N 1.25761 -0.30795 -0.21560
N 1.75513 2.11986 5.52989
N -3.09471 3.78582 -5.16889
C -3.49279 0.34667 5.96093
C 9.23867 -1.83970 1.10726
C 7.28264 -1.12091 -0.57293
C 2.96062 2.30928 5.17249
C 1.42305 6.92994 1.19709
C -5.34922 -2.76025 1.77449
C 3.25602 -1.69784 -6.20795
C -7.44343 4.00799 0.77808
C 0.06603 -0.06342 0.12589
C -4.90442 -1.19553 -4.25134
C -1.25536 -5.76234 -4.37146
C 4.33030 4.36593 -3.03383
C -2.00865 3.86797 -4.48659
C -6.43475 3.39481 -0.22114
C -5.02039 3.30173 0.33793
C 8.21906 -0.78499 0.61095
C 0.92880 -5.59897 2.82620
C 1.42973 -5.60512 5.32291
C 1.78337 -5.07940 3.94808
H -3.16626 -0.59267 7.66701
H 6.48927 -1.83532 -0.35319
H -1.75105 0.06620 6.82239
H 1.89794 8.06335 -0.18232
H -3.42365 4.48244 -5.82205
H -2.02348 -6.50986 -5.99177
H 6.60822 -0.32295 -0.88360
H 2.91850 6.13772 2.06696
H 3.09268 3.68901 -1.58961
H 3.66652 -2.99680 -7.60275
H 0.50515 -5.07877 5.56000
H 2.22374 -5.43702 6.05051
H 2.92398 -6.34695 3.12702
H -4.50783 2.55778 -0.27192
H 1.58146 2.41308 6.48066
H -3.84015 -2.43279 2.93590
H 7.53319 -0.52968 1.41873
H -0.09073 -5.21722 2.77211
H 2.45324 -3.56110 -6.41669
H -0.90175 -4.96659 -2.62301
H 1.38983 -1.24649 -0.56451
H -6.68156 -2.89254 0.38323
H -6.98498 4.84145 1.31030
H -5.40373 -2.84944 -5.29944
H 1.36511 5.40326 2.54146
H 1.74514 -2.27620 -5.01656
H 4.77328 2.68680 5.65777
H -2.32302 -5.97678 -2.86274
H -5.00340 -2.24574 -0.01714
H 2.43372 -0.66829 -4.73494
H 9.32094 0.79355 0.84443
H -6.31600 2.99267 -2.14048
H -6.43308 -1.46559 -5.46734
H -3.93725 -2.88331 -4.07593
H 8.84115 -2.83508 1.30551
H -3.28167 -1.68543 -3.02090
H -8.42644 4.29521 0.40485
H -1.33883 2.97668 -2.77881
H 1.96794 0.20449 0.28732
H -7.71686 3.18829 1.44248
H 3.60093 3.33117 6.86558
H 2.41188 4.12405 -3.18628
H -3.50640 -2.30528 1.16391
H 1.04882 1.83194 4.86782
H -2.76346 2.23626 -3.49193
H -5.08811 2.95567 1.36932
H 0.68859 1.63734 1.11560
H -0.84000 1.08538 1.46793
H -5.30188 -0.08678 5.25802
H 9.95819 -1.87450 0.28923
H -6.74325 2.35077 -0.27501
H -5.03899 -0.21814 7.01257
H 1.85045 -3.99356 3.88057
H 3.31998 7.25540 0.50681
H 9.91648 -1.60741 1.92867
H 0.87785 -6.68777 2.82107
H 6.15848 4.11306 -2.54795
H -3.02166 -6.76731 -4.59674
H 7.88640 -1.44660 -1.41998
H 1.14144 -6.65518 5.27430
H 5.05809 3.73457 -1.24298
H -4.45013 4.23064 0.33445
H -3.65711 2.95360 -5.06294
H 1.27404 -5.30095 1.83620

## Properties
Kohn-Sham gap = 8.96 eV
charge = 0

Atomic partial charges in e from the Löwdin method, atoms 1 to 99: number 1, O, carries -0.053; number 2, O, carries -0.050; number 3, O, carries 0.042; number 4, O, carries -0.002; number 5, O, carries 0.053; number 6, O, carries 0.001; number 7, O, carries 0.033; number 8, O, carries 0.054; number 9, O, carries 0.084; number 10, O, carries 0.026; number 11, O, carries -0.047; number 12, O, carries 0.071; number 13, O, carries 0.022; number 14, N, carries 0.170; number 15, N, carries 0.158; number 16, N, carries 0.145; number 17, N, carries 0.165; number 18, N, carries 0.154; number 19, N, carries 0.184; number 20, N, carries 0.168; number 21, N, carries 0.146; number 22, N, carries 0.163; number 23, N, carries 0.159; number 24, N, carries 0.154; number 25, N, carries 0.156; number 26, N, carries 0.181; number 27, N, carries 0.165; number 28, N, carries 0.187; number 29, N, carries 0.166; number 30, N, carries 0.158; number 31, N, carries 0.167; number 32, N, carries 0.172; number 33, N, carries 0.164; number 34, C, carries -0.857; number 35, C, carries -0.041; number 36, C, carries -0.054; number 37, C, carries -0.827; number 38, C, carries -0.842; number 39, C, carries -0.839; number 40, C, carries -0.813; number 41, C, carries -0.048; number 42, C, carries -0.842; number 43, C, carries -0.793; number 44, C, carries -0.824; number 45, C, carries -0.835; number 46, C, carries -0.817; number 47, C, carries -0.496; number 48, C, carries -0.056; number 49, C, carries -0.507; number 50, C, carries -0.072; number 51, C, carries -0.052; number 52, C, carries -0.537; number 53, H, carries 0.115; number 54, H, carries 0.070; number 55, H, carries 0.121; number 56, H, carries 0.133; number 57, H, carries 0.125; number 58, H, carries 0.126; number 59, H, carries 0.072; number 60, H, carries 0.101; number 61, H, carries 0.104; number 62, H, carries 0.117; number 63, H, carries 0.076; number 64, H, carries 0.084; number 65, H, carries 0.083; number 66, H, carries 0.070; number 67, H, carries 0.112; number 68, H, carries 0.124; number 69, H, carries 0.120; number 70, H, carries 0.079; number 71, H, carries 0.105; number 72, H, carries 0.131; number 73, H, carries 0.129; number 74, H, carries 0.126; number 75, H, carries 0.074; number 76, H, carries 0.112; number 77, H, carries 0.114; number 78, H, carries 0.104; number 79, H, carries 0.117; number 80, H, carries 0.114; number 81, H, carries 0.104; number 82, H, carries 0.120; number 83, H, carries 0.092; number 84, H, carries 0.081; number 85, H, carries 0.127; number 86, H, carries 0.096; number 87, H, carries 0.078; number 88, H, carries 0.118; number 89, H, carries 0.073; number 90, H, carries 0.102; number 91, H, carries 0.119; number 92, H, carries 0.073; number 93, H, carries 0.108; number 94, H, carries 0.124; number 95, H, carries 0.110; number 96, H, carries 0.128; number 97, H, carries 0.087; number 98, H, carries 0.078; number 99, H, carries 0.120

Record 2
Formula: C18H57AgF3O14
Source: the OMol25 dataset
Level of theory: ωB97M-V with the def2-TZVPD basis set

Positions of all 93 atoms, in Å:
Ag 0.72112 0.33543 -2.98827
F 1.60661 3.94370 -4.99801
F 3.12393 3.04398 -6.26392
F 3.69995 4.22082 -4.54304
O 2.99337 -3.37238 2.36715
O 0.22275 -3.43087 2.82885
O 2.62849 -0.88810 -2.17567
O 2.23020 2.13488 -2.86705
O -2.14003 2.92834 -0.82982
O -0.79442 4.78736 3.46376
O -2.79688 -0.16737 -4.16792
O 3.54394 2.98730 3.74590
O -2.22526 -3.63978 -3.27833
O 2.09608 1.00765 -4.74235
O -3.25569 -0.11116 4.37909
O -0.59993 0.60596 -1.12732
O -0.94737 0.12678 5.93517
O 1.33025 -6.03362 -1.91029
C -3.28698 -3.93673 -4.15897
C 2.79729 3.32815 -4.99280
C -0.22997 0.39383 1.23079
C 3.35568 -1.98026 -2.77158
C 1.95177 2.78677 -0.66330
C 0.02044 1.00485 5.39479
C -3.64610 -0.44737 -3.04491
C 2.29158 2.91718 3.05786
C -3.42453 2.62945 -0.30884
C -0.42855 -0.30655 -0.10920
C 0.77009 -4.73772 -2.01902
C 2.71183 3.11188 -1.95108
C 2.79341 2.00842 -4.19753
C -0.99862 4.32205 2.13108
C -0.26810 -2.65356 3.93245
C -3.65426 0.27150 3.07590
C -1.40869 -1.47693 -0.08409
C 3.02802 -3.05860 0.99326
H 0.49099 0.46952 4.55678
H -1.22226 -2.18140 0.72332
H 2.05953 -3.47286 2.61693
H 2.35474 3.32411 0.19784
H -1.05583 -1.95280 3.63633
H -3.38217 -0.45401 2.30110
H -0.17702 -4.72655 -1.47387
H -1.66131 2.08352 -0.90960
H 2.47293 2.23076 2.23144
H -3.87995 3.54650 0.06226
H -2.42397 -1.07985 -0.02222
H -1.69483 4.94865 1.56973
H -0.49465 -4.05228 2.65810
H 3.93356 -2.47882 0.80814
H 3.85821 -2.51426 -1.96020
H -1.30099 -2.04759 -1.01032
H 3.25346 -0.53898 -1.53212
H -4.06758 -4.50536 -3.65415
H 3.79319 3.06041 -1.80148
H 3.85529 1.79051 -3.99032
H -0.07624 4.23977 1.56411
H -3.68343 -3.04297 -4.64141
H 0.56464 -4.46535 -3.05835
H 2.41806 4.11772 -2.25944
H 1.46132 -4.00730 -1.60720
H -2.98006 -4.64970 -4.93827
H -3.09712 -1.04674 -2.32139
H -3.24096 1.24386 2.82864
H -1.11733 0.95067 1.54369
H 0.56425 -0.76101 -0.32375
H -1.56835 4.53392 3.97084
H -4.08201 2.24596 -1.09394
H 3.00004 -3.93888 0.33946
H -3.94591 0.49740 -2.59591
H -1.75177 0.11392 5.38260
H 0.93514 3.17414 -0.75842
H -0.39773 1.94828 5.03192
H 0.83549 -6.67307 -2.42434
H 0.81317 1.19922 6.11486
H -1.44778 3.32564 2.19698
H -2.01959 -0.72313 -4.11283
H 2.06297 3.91716 2.68117
H 0.60360 1.09370 1.24718
H 3.38887 3.47425 4.56226
H -3.74044 -0.89295 4.65856
H -0.01426 -0.32527 2.02561
H -1.59703 -3.04684 -3.69226
H 1.92803 1.71667 -0.46435
H 2.14997 -2.46089 0.70865
H -0.69924 -3.27589 4.72158
H -4.53731 -0.96808 -3.39625
H -4.74589 0.31595 3.00059
H 0.56212 -2.10487 4.37088
H 4.10198 -1.57774 -3.45945
H -3.36136 1.90635 0.51043
H 1.46445 2.52383 3.64927
H 2.72697 -2.68230 -3.31215

## Properties
Kohn-Sham gap (alpha / beta) = 7.96 / 4.91 eV
charge = 0
<S²> = 0.76
2S+1 = 2

Now the Löwdin charges, all in e: number 1, Ag, carries 0.909; number 2, F, carries 0.149; number 3, F, carries 0.143; number 4, F, carries 0.127; number 5, O, carries -0.119; number 6, O, carries -0.137; number 7, O, carries -0.193; number 8, O, carries -0.205; number 9, O, carries -0.124; number 10, O, carries -0.122; number 11, O, carries -0.118; number 12, O, carries -0.114; number 13, O, carries -0.132; number 14, O, carries -0.220; number 15, O, carries -0.121; number 16, O, carries -0.106; number 17, O, carries -0.138; number 18, O, carries -0.111; number 19, C, carries -0.153; number 20, C, carries -0.572; number 21, C, carries -0.019; number 22, C, carries -0.104; number 23, C, carries -0.068; number 24, C, carries -0.168; number 25, C, carries -0.131; number 26, C, carries -0.153; number 27, C, carries -0.153; number 28, C, carries -0.512; number 29, C, carries -0.167; number 30, C, carries -0.236; number 31, C, carries -0.481; number 32, C, carries -0.149; number 33, C, carries -0.122; number 34, C, carries -0.137; number 35, C, carries -0.023; number 36, C, carries -0.178; number 37, H, carries 0.058; number 38, H, carries 0.072; number 39, H, carries 0.028; number 40, H, carries 0.064; number 41, H, carries 0.060; number 42, H, carries 0.069; number 43, H, carries 0.074; number 44, H, carries 0.022; number 45, H, carries 0.062; number 46, H, carries 0.080; number 47, H, carries 0.075; number 48, H, carries 0.080; number 49, H, carries 0.093; number 50, H, carries 0.077; number 51, H, carries 0.079; number 52, H, carries 0.066; number 53, H, carries 0.087; number 54, H, carries 0.083; number 55, H, carries 0.125; number 56, H, carries 0.152; number 57, H, carries 0.064; number 58, H, carries 0.073; number 59, H, carries 0.073; number 60, H, carries 0.121; number 61, H, carries 0.052; number 62, H, carries 0.080; number 63, H, carries 0.052; number 64, H, carries 0.064; number 65, H, carries 0.063; number 66, H, carries 0.140; number 67, H, carries 0.069; number 68, H, carries 0.064; number 69, H, carries 0.072; number 70, H, carries 0.063; number 71, H, carries 0.027; number 72, H, carries 0.078; number 73, H, carries 0.069; number 74, H, carries 0.076; number 75, H, carries 0.084; number 76, H, carries 0.058; number 77, H, carries 0.034; number 78, H, carries 0.076; number 79, H, carries 0.058; number 80, H, carries 0.075; number 81, H, carries 0.101; number 82, H, carries 0.075; number 83, H, carries 0.060; number 84, H, carries 0.054; number 85, H, carries 0.061; number 86, H, carries 0.089; number 87, H, carries 0.078; number 88, H, carries 0.088; number 89, H, carries 0.086; number 90, H, carries 0.090; number 91, H, carries 0.057; number 92, H, carries 0.055; number 93, H, carries 0.075

The calculation returns the following relative energy (zero: lowest compared OMol25 entry of this formula, charge and spin) values, one per record and in order: 831.3; 73.8 kJ/mol.
The calculation returns the following maximum force values, one per record and in order: 7.17; 1.68 eV/Å.
The calculation returns the following energy values, one per record and in order: -77162.150; -60398.799 eV.